Record 1
The following is a quantum chemistry calculation of 2 unconnected molecules or ions with the total composition C4H6NO3S at a distorted geometry, from OMol25.

Summary:
Total charge: -1
Relative energy (zero: lowest compared OMol25 entry of this formula, charge and spin), eV: 4.695
E, Eh: -834.59696
Gap between HOMO and LUMO, Ha: 0.2520

Structure (XYZ):
```
15
Properties=species:S:1:pos:R:3:forces:R:3:lowdin_charge:R:1
C 1.443 -0.837 0.546 0.79 0.77 -0.15 -0.29
C 0.398 -0.651 1.473 -0.88 -1.26 0.65 -0.42
C 0.739 0.966 -0.702 -0.37 -0.04 0.13 -0.26
C -0.659 0.530 -0.236 0.31 0.18 -0.52 -0.22
N 1.741 -0.037 -0.431 0.18 -0.38 -0.17 -0.02
O -0.791 -3.025 0.652 -0.14 0.30 0.03 -0.43
O 0.716 -3.075 2.587 -0.02 0.32 -0.10 -0.43
O -0.620 0.236 1.148 -0.21 0.13 0.17 -0.18
S -0.231 -2.317 1.793 -2.24 -0.03 1.63 0.63
H 2.135 -1.647 0.741 0.04 -0.25 0.06 0.10
H 0.736 1.154 -1.784 -0.11 0.11 0.09 0.10
H 1.002 1.905 -0.193 -0.08 0.05 -0.08 0.11
H -1.389 1.334 -0.363 0.01 -0.10 -0.03 0.11
H -0.978 -0.357 -0.805 0.02 0.09 0.07 0.12
H -1.751 -2.137 2.867 2.70 0.10 -1.80 0.09
```
Forces are in eV/Å.

Record 2
The following is a quantum chemistry calculation of 2 unconnected molecules or ions with the total composition C4H6NO5P at a distorted geometry, from OMol25.

Summary:
Total charge: -2
Relative energy (zero: lowest compared OMol25 entry of this formula, charge and spin), eV: 4.190
E, Eh: -928.31832
Gap between HOMO and LUMO, Ha: 0.1881

Structure (XYZ):
```
17
Properties=species:S:1:pos:R:3:forces:R:3:lowdin_charge:R:1
C -0.184 -2.466 0.237 1.30 -2.28 -0.61 -0.46
C 2.188 1.011 0.335 3.58 -3.47 5.37 0.00
C -0.739 -0.128 0.490 -0.12 1.34 -0.65 -0.16
C -2.386 -1.617 -0.569 -0.36 -3.01 2.31 -0.12
N -1.114 -1.487 0.143 -1.27 1.76 -0.28 -0.28
O 3.841 2.540 -0.782 -1.21 0.00 0.87 -0.39
O 1.402 3.301 -1.192 0.83 -0.59 1.03 -0.42
O -0.490 -3.548 -0.362 0.08 0.56 0.66 -0.28
O 2.764 0.447 1.201 -3.12 1.92 -4.41 0.08
O 2.360 3.370 1.233 0.16 -0.90 -1.52 -0.39
P 2.477 2.894 -0.212 0.07 3.30 -1.38 0.08
H -1.472 0.361 1.149 0.06 -0.33 0.42 0.06
H 0.270 -0.098 0.955 -0.99 -0.43 -0.21 0.02
H -0.729 0.663 -0.363 0.21 -1.58 0.61 0.10
H -3.267 -1.728 0.134 0.56 1.32 -0.54 0.08
H -2.377 -0.931 -1.324 -0.94 2.41 -1.75 0.03
H -2.545 -2.585 -1.071 1.17 -0.02 0.10 0.05
```
Forces are in eV/Å.

Record 3
The following is a quantum chemistry calculation of 2 unconnected molecules or ions with the total composition C4H6NO5S at a distorted geometry, from OMol25.

Summary:
Total charge: -1
Relative energy (zero: lowest compared OMol25 entry of this formula, charge and spin), eV: 3.498
E, Eh: -985.09465
Gap between HOMO and LUMO (spin up / spin down), Ha: 0.2842 / 0.2843

Structure (XYZ):
```
17
Properties=species:S:1:pos:R:3:forces:R:3:lowdin_charge:R:1
C 0.214 -0.253 -0.250 -2.40 -0.26 -0.21 -0.05
C -1.917 0.913 -0.467 2.18 -1.12 -1.91 -0.20
C 0.211 -1.603 -0.221 0.49 -1.00 1.21 -0.47
C -1.629 2.104 0.329 1.48 -1.19 -0.41 -0.05
N 1.334 -2.492 -0.014 0.28 1.66 -1.23 0.07
O 2.383 0.908 -1.226 -0.86 -0.43 1.80 -0.40
O -0.868 -2.483 -0.206 0.22 0.50 1.28 0.00
O 2.390 -0.207 0.992 1.06 -0.14 0.58 -0.38
O 1.339 1.950 0.723 -0.56 0.22 0.16 -0.39
O -2.639 0.702 -1.378 0.55 -0.26 1.32 0.10
S 1.712 0.694 0.089 0.26 0.00 -2.54 0.38
H -1.970 1.952 1.295 -1.18 -0.35 2.11 0.06
H -0.514 1.999 0.553 -0.86 1.30 -0.91 0.06
H -2.146 2.926 -0.129 0.34 0.78 -0.16 0.09
H 2.107 -1.846 -0.060 0.76 -0.20 0.07 0.03
H 1.405 -2.859 0.922 -0.63 -0.08 0.35 0.07
H -1.413 -2.405 -0.953 -1.11 0.58 -1.52 0.06
```
Forces are in eV/Å.